This record from the Open Molecules 2025 dataset describes the ion C6H8N3OS with charge +1 at a distorted geometry. The level of theory is ωB97M-V with the def2-TZVPD basis set.

Element x y z (Å)
C: -1.793 1.869 -1.399
C: -0.967 2.750 -2.059
C: 0.101 0.813 -1.088
C: 0.193 -1.666 1.139
C: 1.516 0.148 1.763
C: 0.978 -0.184 -0.622
N: -1.189 0.807 -0.868
N: 0.401 -1.394 -0.150
N: -0.491 -2.733 1.523
O: 0.670 -0.909 2.079
S: 0.650 2.223 -2.005
H: -2.858 1.975 -1.289
H: -1.244 3.656 -2.560
H: 2.566 -0.090 1.772
H: 1.181 1.101 2.138
H: 2.010 -0.208 -0.928
H: -0.153 -1.908 -0.826
H: -0.958 -3.341 0.872
H: -0.613 -2.910 2.510

As for the spin multiplicity: 3. The LUMO energy (spin up / spin down) is -2.733 / -5.786 eV. The net charge is +1. The value obtained for the total energy is -23694.94202 eV. Its frontier orbital gap (spin up / spin down) is 8.057 / 7.678 eV. The calculation puts the molecular weight at 170.22 g/mol.